(1)
Here is a single C3H6N2O molecule at a distorted geometry from OMol25. Energies are from ωB97M-V/def2-TZVPD.

```
! wB97M-V def2-TZVPD RIJCOSX def2/J DEFGRID3
* xyz 0 1
N 2.4810 -0.7483 -1.2508
C 1.5801 -0.5777 -0.5438
C 0.4104 -0.3465 0.3295
N 0.4882 0.9095 1.0749
C -0.8460 -0.4136 -0.5541
O -2.0193 -0.2218 0.1893
H 0.3613 -1.1789 1.0424
H 1.4290 1.2831 1.0724
H -0.1080 1.6179 0.6649
H -0.7580 0.3193 -1.3681
H -0.9083 -1.4046 -1.0099
H -2.1367 0.7176 0.3395
*
```

Energy relative to the best compared isomer or geometry (same formula, charge and spin): 36.0 kcal/mol
LUMO level: 0.6 eV
E_tot: -302.635679 a.u.
Gap between HOMO and LUMO: 10.853 eV
Largest force on an atom: 1.20 eV/A
SMILES: N#C[C@@H](N)CO

(2)
Here is a molecular structure, C30H29AsFN4O8SbSe4Ti at a distorted geometry from OMol25. Energies are from ωB97M-V/def2-TZVPD.

```
! wB97M-V def2-TZVPD RIJCOSX def2/J DEFGRID3
* xyz -2 1
Ti -0.5065 0.6213 -1.3090
O -3.7044 0.9488 -4.1998
C -2.8918 0.6706 -3.3270
O -1.6903 1.0998 -3.2154
C -3.2897 -0.2003 -2.1522
C -4.1695 -1.2597 -2.1021
C -4.3280 -1.9211 -0.8852
C -3.6888 -1.4629 0.2616
C -2.8406 -0.3881 0.1098
N -2.6226 0.1843 -1.0658
C -1.9974 0.2625 1.1858
O -2.2059 0.0630 2.3700
O -1.0881 1.0345 0.6769
H -4.6539 -1.6064 -3.0025
H -4.9328 -2.8169 -0.8468
H -3.7820 -1.9476 1.2221
C 2.2160 -0.7063 5.5350
C 2.1135 -2.0879 4.8944
C 1.3112 -3.0243 5.7844
C 1.2044 -4.3973 5.1469
C 0.5520 -4.2646 3.7998
C -0.2186 -5.2784 3.2710
C -0.8091 -5.1301 2.0248
F -1.5503 -6.1562 1.5646
C -0.6658 -3.9936 1.2767
C 0.0966 -2.9487 1.8100
C 0.2148 -1.6989 1.0343
O -0.5078 -1.5226 0.0542
C 1.1793 -0.7509 1.5424
C 1.7223 -0.9582 2.7660
N 1.4905 -2.0247 3.5582
C 0.7103 -3.0822 3.0602
C 1.5662 0.5056 0.8348
O 2.2204 1.3758 1.3914
O 1.2392 0.5413 -0.4228
H 2.4035 -0.8269 6.6031
H 1.2826 -0.1567 5.4065
H 3.0256 -0.1058 5.1244
H 3.1214 -2.5064 4.7763
H 0.3108 -2.6015 5.9212
H 1.7940 -3.0733 6.7623
H 0.6275 -5.0794 5.7740
H 2.2069 -4.8268 5.0399
H -0.3669 -6.2005 3.8203
H -1.1160 -3.9121 0.2926
H 2.3937 -0.2016 3.1440
C 0.9429 1.0223 -5.0637
As 1.2659 1.1400 -3.1583
C 2.0583 3.0240 -3.1053
C 2.9999 0.2986 -2.9601
H 1.5339 1.7849 -5.5741
H -0.1185 1.1723 -5.2507
H 1.2296 0.0245 -5.3908
H 2.9802 3.0194 -3.6891
H 2.2826 3.2827 -2.0699
H 1.3689 3.7567 -3.5285
H 3.6078 0.5655 -3.8264
H 2.8789 -0.7797 -2.8836
H 3.4669 0.6879 -2.0562
N -0.1763 7.7721 -2.4056
C -0.2411 7.1437 -1.1962
O -0.1472 7.7457 -0.1450
C -0.4393 5.6543 -1.2617
C 0.0370 4.8725 -0.2241
C -0.0943 3.4964 -0.3103
N -0.6771 2.8968 -1.3544
C -1.1737 3.6515 -2.3379
C -1.0723 5.0319 -2.3278
H 0.0765 8.7452 -2.3971
H -0.0227 7.2429 -3.2450
H 0.5110 5.3273 0.6335
H 0.2776 2.8496 0.4724
H -1.6501 3.1012 -3.1393
H -1.5020 5.5912 -3.1484
Se -2.6564 -4.5774 -2.1816
Sb -0.4045 -3.9605 -2.8911
Se 0.0614 -1.2889 -2.6983
Se 0.0514 -3.9138 -5.2667
Se 1.3695 -4.5691 -1.3300
*
```

Energy relative to the best compared isomer or geometry (same formula, charge and spin): 29.2 kcal/mol
LUMO level: 3.4 eV
E_tot: -15013.021351 a.u.
Gap between HOMO and LUMO: 4.932 eV
Largest force on an atom: 1.45 eV/A

(3)
Here is 12 unconnected molecules or ions with the total composition H24O12 from OMol25. Energies are from ωB97M-V/def2-TZVPD.

```
! wB97M-V def2-TZVPD RIJCOSX def2/J DEFGRID3
* xyz 0 1
O -2.0608 -0.6834 3.0166
H -1.5698 -1.2887 2.4447
H -1.4329 -0.4125 3.6963
O 2.7870 1.5727 2.8226
H 3.0006 0.9008 2.1655
H 3.6103 2.0462 2.9794
O 0.6132 -4.1339 -0.2339
H 1.5036 -3.7578 -0.2608
H 0.0099 -3.3961 -0.0812
O -2.0773 -0.1232 -3.1519
H -2.6971 0.4438 -2.6790
H -2.6319 -0.7083 -3.6770
O -0.0391 2.3740 -0.2088
H 0.8867 2.6336 -0.1260
H -0.4517 2.6452 0.6243
O 0.3321 1.5873 -3.1094
H -0.4924 1.1009 -3.2396
H 0.4092 1.7568 -2.1691
O 3.3236 -2.9135 -0.9585
H 3.9018 -2.6906 -1.6946
H 2.9037 -2.0757 -0.7204
O -2.1561 -2.4506 0.1504
H -2.4255 -2.7335 -0.7291
H -1.6444 -1.6435 0.0088
O -0.1968 -0.4068 0.3559
H -0.4089 0.5176 0.1366
H 0.7515 -0.3832 0.5216
O 2.6868 -0.2599 0.2853
H 3.2294 -0.5900 1.0128
H 3.3185 0.0773 -0.3622
O -2.0358 1.8582 1.8777
H -2.0805 0.9914 2.3380
H -1.2235 2.2555 2.2063
O -2.7105 2.9003 -1.3156
H -3.1514 2.1737 -0.8643
H -1.7814 2.8160 -1.0615
*
```

Energy relative to the best compared isomer or geometry (same formula, charge and spin): 38.3 kcal/mol
LUMO level: -0.7 eV
E_tot: -917.264396 a.u.
Gap between HOMO and LUMO: 9.925 eV
Largest force on an atom: 0.51 eV/A
SMILES: O.O.O.O.O.O.O.O.O.O.O.O

(4)
Here is 2 unconnected molecules or ions with the total composition CH2N2OS from OMol25. Energies are from ωB97M-V/def2-TZVPD.

```
! wB97M-V def2-TZVPD RIJCOSX def2/J DEFGRID3
* xyz 0 1
O -0.4044 -0.6144 -1.7071
N -0.6544 -1.6550 -1.1080
S -0.0543 -3.1084 -1.3655
H -1.3272 -1.5716 -0.3159
C 0.7210 0.9158 0.6397
N 0.0565 0.0156 0.8454
H 1.3369 1.7491 0.4315
*
```

Energy relative to the best compared isomer or geometry (same formula, charge and spin): 34.7 kcal/mol
LUMO level (alpha / beta): -0.8 / -0.8 eV
E_tot: -622.122341 a.u.
Gap between HOMO and LUMO (alpha / beta): 8.697 / 8.698 eV
Largest force on an atom: 0.91 eV/A
SMILES: [O-][NH+]=S.C#N

(5)
Here is 3 unconnected molecules or ions with the total composition C3H9O5 at a distorted geometry from OMol25. Energies are from ωB97M-V/def2-TZVPD.

```
! wB97M-V def2-TZVPD RIJCOSX def2/J DEFGRID3
* xyz -1 1
O 0.7779 0.7398 1.9230
C 0.8831 0.1729 0.8206
O 1.8668 -0.1221 0.1099
C -0.5836 -0.1759 0.2188
C -0.5558 -0.1543 -1.3114
O 0.3400 -1.0813 -1.8933
H -1.2756 0.5304 0.6878
H -0.7639 -1.1753 0.6618
H -1.5692 -0.2969 -1.7154
H -0.3374 0.8968 -1.6226
H 1.1426 -0.8676 -1.3159
H 1.4638 -2.2126 0.4042
H 0.9286 -3.3497 -0.3617
O 1.5393 -3.1753 0.3481
H -1.0828 2.7534 1.2287
H -1.0855 4.0054 0.6243
O -1.6885 3.5123 1.1931
*
```

Energy relative to the best compared isomer or geometry (same formula, charge and spin): 15.5 kcal/mol
LUMO level: 3.6 eV
E_tot: -495.985409 a.u.
Gap between HOMO and LUMO: 8.354 eV
Largest force on an atom: 2.99 eV/A

(6)
Here is a molecular structure, C16H26IMoOP2 at a distorted geometry from OMol25. Energies are from ωB97M-V/def2-TZVPD.

```
! wB97M-V def2-TZVPD RIJCOSX def2/J DEFGRID3
* xyz 3 3
C 1.5891 2.8616 0.8680
I -0.3606 -1.0415 -1.6238
H 1.9214 3.6044 0.1168
H 2.4508 2.5348 1.4643
H 0.8531 3.3215 1.5344
Mo 0.8288 1.3238 -0.3096
P 2.8859 0.3181 -0.6772
C 3.4092 -0.9687 0.4982
C 3.0062 -0.4858 -2.3049
H 4.0626 -0.5881 -2.5846
H 5.1703 1.0431 -1.0574
H 2.4750 0.1228 -3.0445
H 3.9827 2.3456 -1.3801
H 2.6666 -1.7757 0.4801
H 2.5269 -1.4694 -2.2521
C 4.2504 1.5248 -0.7032
H 4.3962 -1.3662 0.2239
H 4.4177 1.9380 0.2979
H 3.4526 -0.5538 1.5136
P -1.4555 2.1727 -0.1326
C -2.4804 1.5401 1.2500
C -1.5232 3.9670 0.0275
H -1.8002 1.9180 -2.5038
H -3.2722 2.5178 -1.6640
H -2.8052 0.7820 -1.5738
C -2.4341 1.8111 -1.6163
H -0.8749 4.4154 -0.7329
H -2.5562 4.3028 -0.1252
H -3.4684 1.9628 1.2166
H -1.9783 1.7440 2.2004
H -1.1804 4.2792 1.0179
H -2.5710 0.4302 1.1572
C 0.5583 0.2683 1.4212
O 0.4395 -0.3120 2.4252
C -0.8447 0.1881 0.3607
C -1.3555 -1.0577 0.7957
C -1.7804 -2.3836 0.7861
C -1.0313 -3.4842 1.3298
C -1.4088 -4.7918 1.0823
C -2.5340 -5.0771 0.2995
C -3.2931 -4.0328 -0.2331
C -2.9363 -2.7205 0.0093
H -0.1260 -3.2536 1.8903
H -0.8112 -5.6120 1.4780
H -2.8108 -6.1089 0.0853
H -4.1551 -4.2477 -0.8635
H -3.4955 -1.9070 -0.4477
*
```

Energy relative to the best compared isomer or geometry (same formula, charge and spin): 79.6 kcal/mol
LUMO level (alpha / beta): -12.6 / -12.6 eV
E_tot: -1747.753212 a.u.
Gap between HOMO and LUMO (alpha / beta): 6.083 / 6.085 eV
Largest force on an atom: 8.13 eV/A